Record 1
This record from the Open Molecules 2025 dataset describes a structure of composition C20H30N5O3Re. The level of theory is the ωB97M-V functional and the def2-TZVPD basis.

Its molar mass is 574.7 Da. As for the HOMO-LUMO gap (alpha / beta): 7.6 / 7.2 eV. Its HOMO energy (alpha / beta) is -17.1 / -17.4 eV. The multiplicity is 2. The charge is +3. For the energy above the lowest of the compared OMol25 structures with the same formula, charge and spin, the calculation gives 0.0084 eV.

Positions of all 59 atoms, in Å:
Re1 -0.31 -0.25 -0.48
N1 -1.45 1.26 -1.51
C1 -2.11 0.71 -2.74
C2 -1.02 -0.04 -3.48
N2 -0.50 -1.08 -2.54
C3 -1.18 -2.41 -2.68
C4 -1.37 -3.04 -1.30
N3 -0.35 -2.42 -0.40
H1 -2.14 1.71 -0.92
H2 -0.81 1.99 -1.81
H3 -2.54 1.51 -3.34
H4 -2.91 0.04 -2.42
H5 -0.20 0.63 -3.73
H6 -1.38 -0.50 -4.40
H7 0.48 -1.21 -2.79
H8 -0.58 -3.04 -3.34
H9 -2.15 -2.27 -3.16
H10 -1.27 -4.12 -1.32
H11 -2.34 -2.80 -0.89
H12 0.58 -2.72 -0.70
H13 -0.45 -2.77 0.55
C5 -4.62 -0.78 0.75
C6 -3.16 -0.67 1.04
O1 -2.33 -0.65 0.07
N4 -2.76 -0.62 2.29
C7 -1.36 -0.59 2.72
C8 -0.74 0.76 2.48
C9 -0.63 1.66 3.52
C10 -0.10 2.93 3.30
C11 0.31 3.26 2.02
C12 0.17 2.31 1.02
N5 -0.35 1.08 1.23
H14 -4.95 -1.80 0.95
H15 -4.82 -0.54 -0.29
H16 -5.20 -0.12 1.40
H17 -3.48 -0.62 3.01
H18 -0.80 -1.36 2.21
H19 -1.35 -0.82 3.78
H20 -0.95 1.37 4.51
H21 0.00 3.63 4.11
H22 0.73 4.22 1.79
H23 0.52 2.53 0.02
C13 3.04 -1.20 2.25
C14 2.40 -0.63 1.02
O2 1.21 -1.00 0.81
C15 3.12 0.23 0.13
C16 4.50 0.46 0.33
C17 5.23 1.22 -0.55
C18 4.59 1.78 -1.66
C19 3.24 1.58 -1.89
C20 2.51 0.80 -1.01
O3 1.18 0.66 -1.29
H24 2.30 -1.67 2.87
H25 3.57 -0.42 2.80
H26 3.79 -1.95 1.97
H27 4.99 0.02 1.19
H28 6.28 1.38 -0.39
H29 5.16 2.38 -2.36
H30 2.75 2.02 -2.75

=====

Record 2
This record from the Open Molecules 2025 dataset describes the ion C20H31BN2O4PS with charge -1 at a distorted geometry. The level of theory is the ωB97M-V functional and the def2-TZVPD basis.

Its molar mass is 437.3 Da. As for the HOMO-LUMO gap: 5.7 eV. Its HOMO energy is -3.2 eV. The multiplicity is 1. The charge is -1.

Positions of all 60 atoms, in Å:
C1 0.89 4.42 2.55
C2 0.47 3.09 3.27
C3 1.41 1.86 3.00
C4 1.74 1.57 1.48
B1 0.50 0.98 0.56
P1 -0.62 2.50 -0.01
C5 -2.35 2.44 0.73
C6 -0.66 2.60 -1.89
O1 1.20 0.64 -0.73
C7 1.42 -0.75 -0.57
C8 2.07 -1.45 -1.80
C9 3.48 -1.85 -1.65
C10 4.21 -2.47 -2.74
C11 3.55 -2.76 -4.01
C12 2.17 -2.38 -4.16
C13 1.43 -1.73 -3.07
C14 0.07 -1.32 0.06
C15 -1.19 -1.33 -0.88
C16 -2.48 -1.96 -0.26
S1 -3.28 -0.98 1.08
C17 -4.72 -0.20 0.31
N1 -5.60 0.68 0.84
N2 -6.48 1.01 -0.14
C18 -6.18 0.35 -1.26
O2 -5.07 -0.42 -0.99
C19 0.26 -2.77 0.64
O3 1.61 -3.22 0.72
C20 2.15 -3.17 2.05
O4 -0.17 -0.26 1.02
H1 1.10 4.31 1.46
H2 1.76 4.94 3.02
H3 0.00 5.12 2.62
H4 -0.59 2.86 2.99
H5 0.48 3.27 4.38
H6 2.40 2.04 3.52
H7 0.99 0.93 3.48
H8 2.10 2.50 0.96
H9 2.65 0.88 1.48
H10 -3.02 1.92 0.00
H11 -2.73 3.49 0.88
H12 -2.34 1.94 1.73
H13 -1.44 3.35 -2.18
H14 -0.89 1.63 -2.42
H15 0.35 2.94 -2.22
H16 2.20 -0.84 0.23
H17 4.04 -1.67 -0.70
H18 5.29 -2.72 -2.59
H19 4.04 -3.26 -4.87
H20 1.61 -2.56 -5.10
H21 0.38 -1.42 -3.25
H22 -0.92 -1.97 -1.78
H23 -1.43 -0.29 -1.24
H24 -2.35 -3.02 0.08
H25 -3.24 -2.02 -1.09
H26 -6.65 0.34 -2.26
H27 -0.30 -2.85 1.62
H28 -0.27 -3.48 -0.06
H29 1.48 -2.69 2.80
H30 3.09 -2.56 2.00
H31 2.36 -4.23 2.36

=====

Record 3
This record from the Open Molecules 2025 dataset describes a structure of composition C20H31BNO2V at a distorted geometry. The level of theory is the ωB97M-V functional and the def2-TZVPD basis.

Its molar mass is 379.2 Da. As for the HOMO-LUMO gap (alpha / beta): 4.5 / 6.6 eV. Its HOMO energy (alpha / beta) is -1.9 / -4.0 eV. The multiplicity is 4. The charge is -1.

Positions of all 56 atoms, in Å:
O1 -1.95 2.22 -0.86
C1 -2.56 1.75 0.38
C2 -3.68 1.02 -0.43
H1 -2.97 2.57 1.01
H2 -1.79 1.15 0.90
C3 -2.92 1.54 -1.72
H3 -4.68 1.46 -0.33
H4 -3.75 -0.05 -0.19
C4 -3.42 2.65 -2.64
H5 -3.62 3.57 -2.08
H6 -4.26 2.39 -3.28
H7 -2.58 2.87 -3.29
C5 -2.28 0.45 -2.57
H8 -1.75 -0.30 -1.98
H9 -1.54 0.94 -3.21
H10 -3.00 -0.08 -3.20
V1 0.62 -1.91 0.29
C6 -0.75 -3.70 0.33
C7 0.01 -3.64 1.53
C8 -0.38 -2.44 2.22
H11 0.61 -4.46 1.92
C9 -1.34 -1.74 1.41
C10 -1.52 -2.49 0.21
H12 -2.15 -2.22 -0.64
H13 -0.81 -4.58 -0.31
H14 0.01 -2.12 3.18
H15 -1.82 -0.78 1.64
C11 1.71 -3.57 -1.11
C12 0.50 -3.12 -1.76
C13 0.61 -1.72 -2.03
H16 -0.31 -3.76 -2.12
C14 1.90 -1.30 -1.55
C15 2.60 -2.47 -1.02
H17 3.65 -2.51 -0.76
H18 1.97 -4.60 -0.86
H19 -0.08 -1.14 -2.62
H20 2.37 -0.33 -1.75
O2 0.94 1.98 0.53
C16 0.46 3.23 -0.06
C17 0.84 4.46 0.77
H21 -0.63 3.19 -0.12
H22 0.84 3.32 -1.08
C18 1.71 3.89 1.90
H23 -0.05 4.99 1.14
H24 1.42 5.15 0.14
C19 1.82 2.39 1.60
H25 1.24 4.08 2.87
H26 2.68 4.39 1.86
H27 1.62 1.78 2.49
H28 2.85 2.20 1.28
B1 4.38 -2.61 2.51
C20 3.10 -2.03 1.93
N1 2.08 -1.59 1.53
H29 5.18 -1.75 2.76
H30 4.85 -3.41 1.73
H31 4.00 -3.20 3.50

=====

Record 4
This record from the Open Molecules 2025 dataset describes a structure of composition C20H31GeI2N2O4SiTa. The level of theory is the ωB97M-V functional and the def2-TZVPD basis.

Its molar mass is 898.9 Da. As for the HOMO-LUMO gap: 6.6 eV. Its HOMO energy is -13.4 eV. The multiplicity is 1. The charge is +2. For the energy above the lowest of the compared OMol25 structures with the same formula, charge and spin, the calculation gives 1.6572 eV.

Positions of all 62 atoms, in Å:
Ta1 -0.24 -0.04 0.22
I1 -4.48 6.24 -1.25
C1 -3.19 4.62 -1.19
C2 -3.07 3.78 -2.29
C3 -2.21 2.69 -2.25
I2 -2.00 1.46 -3.91
C4 -1.48 2.45 -1.10
O1 -0.66 1.36 -0.98
C5 -1.57 3.30 0.00
C6 -0.63 3.07 1.15
N1 -0.67 1.68 1.70
C7 0.32 1.54 2.79
C8 1.67 1.29 2.18
C9 2.84 1.70 2.78
C10 4.06 1.41 2.17
C11 4.06 0.73 0.96
C12 2.86 0.35 0.41
N2 1.68 0.61 1.01
C13 -2.43 4.38 -0.04
H1 -3.64 3.98 -3.18
H2 -0.84 3.77 1.96
H3 0.40 3.24 0.83
H4 -1.60 1.53 2.10
H5 0.04 0.69 3.42
H6 0.34 2.43 3.42
H7 2.81 2.24 3.72
H8 4.99 1.72 2.63
H9 4.98 0.50 0.44
H10 2.82 -0.17 -0.54
H11 -2.50 5.05 0.80
O2 0.94 -1.24 -0.78
O3 -0.38 -1.36 -1.37
C14 -3.72 -3.57 0.19
Ge1 -2.98 -2.37 -1.13
C15 -3.16 -0.49 -0.52
C16 -3.76 -2.53 -2.90
C17 -0.99 -2.69 -1.26
H12 -4.81 -3.51 0.17
H13 -3.39 -3.31 1.20
H14 -3.44 -4.61 -0.01
H15 -4.21 -0.34 -0.26
H16 -2.93 0.22 -1.31
H17 -2.65 -0.22 0.42
H18 -4.83 -2.35 -2.85
H19 -3.60 -3.54 -3.29
H20 -3.31 -1.82 -3.59
H21 -0.68 -3.24 -2.14
H22 -0.59 -3.16 -0.36
C18 -1.83 -2.16 4.08
Si1 -0.43 -2.32 2.86
C19 -0.33 -3.97 2.04
C20 1.23 -1.89 3.58
O4 -0.75 -1.13 1.63
H23 -2.09 -3.14 4.49
H24 -2.73 -1.76 3.61
H25 -1.57 -1.51 4.92
H26 -0.17 -4.72 2.82
H27 0.52 -4.04 1.36
H28 -1.24 -4.25 1.51
H29 1.52 -2.70 4.25
H30 1.25 -0.98 4.18
H31 2.00 -1.83 2.81